ORCA calculation (ωB97M-V/def2-TZVPD) on an isolated molecule of C4H9NO2 in a non-equilibrium geometry.

Values from the calculation:
Multiplicity: 1
Energy relative to the best compared isomer or geometry (same formula, charge and spin): 107.8 kJ/mol
Highest occupied orbital energy: -9.8 eV
Kohn-Sham gap: 10.673 eV
Total charge: 0
SMILES: C[C@@H](O)CNC=O

Structure (XYZ):
```
16
Properties=species:S:1:pos:R:3:mulliken_charge:R:1
C -2.159 -0.730 -0.071 -1.34
C -0.802 -0.235 -0.553 0.46
O -0.913 1.164 -0.726 -0.53
C 0.323 -0.556 0.445 -0.68
N 1.615 0.007 0.062 -0.17
C 2.236 1.114 0.526 0.09
O 3.325 1.391 0.054 -0.60
H -2.166 -1.816 0.083 0.37
H -2.932 -0.477 -0.803 0.32
H -2.429 -0.238 0.869 0.36
H -0.552 -0.716 -1.512 0.21
H -0.070 1.471 -1.085 0.32
H 0.036 -0.131 1.419 0.29
H 0.412 -1.640 0.580 0.34
H 2.338 -0.320 -0.590 0.22
H 1.736 1.712 1.304 0.34
```